(1)
This record from the OMol25 dataset describes a structure of composition C37H18BrCsF4N4O2P. The level of theory is ωB97M-V/def2-TZVPD.

Summary:
Energy above the lowest of the compared OMol25 structures with the same formula, charge and spin   8.8 kcal/mol
HOMO energy (alpha / beta)   -5.82 / -5.16 eV
Total charge   -1
HOMO-LUMO gap (alpha / beta)   0.211 / 0.226 Ha
Molar mass   870.35 g mol⁻¹

```
68
Properties=species:S:1:pos:R:3:lowdin_charge:R:1
Cs -0.30055 -1.12188 -0.81023 1.463
C -5.66418 -0.51954 -2.43176 -0.083
C -4.98354 0.68233 -2.29394 -0.098
C -4.23773 0.92512 -1.14792 -0.111
C -4.18185 -0.02063 -0.12421 -0.418
C -4.85442 -1.22963 -0.27892 -0.093
C -5.58941 -1.47783 -1.43028 -0.081
P -3.27229 0.46077 1.38861 1.090
C -4.62501 1.09766 2.46682 -0.383
C -4.29055 1.44550 3.77826 -0.116
C -5.23729 1.97511 4.64099 -0.092
C -6.53879 2.18804 4.19966 -0.100
C -6.87937 1.86095 2.89604 -0.087
C -5.93070 1.31646 2.03395 -0.080
C -2.96890 -1.17716 2.17097 -0.415
C -3.84527 -1.84799 3.03282 -0.093
C -3.47129 -3.05482 3.61486 -0.084
C -2.22520 -3.61646 3.35623 -0.083
C -1.33498 -2.97795 2.49445 -0.088
C -1.76364 -1.79614 1.94826 -0.066
H -6.22146 -0.72046 -3.33925 0.104
H -4.99510 1.40958 -3.09533 0.093
H -3.67915 1.85022 -1.05150 0.102
H -4.78657 -1.99127 0.48632 0.100
H -6.08924 -2.43162 -1.55150 0.104
H -3.27449 1.29104 4.12905 0.106
H -4.95839 2.23066 5.65694 0.100
H -7.28090 2.60691 4.86913 0.098
H -7.89119 2.02236 2.54202 0.100
H -6.21957 1.05492 1.02305 0.100
H -4.81431 -1.41603 3.25090 0.108
H -4.16009 -3.55945 4.28201 0.101
H -1.93692 -4.55012 3.82499 0.104
H -0.35436 -3.39452 2.28758 0.110
Br 7.06270 -0.62036 2.51247 0.697
C 5.29510 0.08644 2.46638 -0.682
C 4.95325 1.08315 3.36482 -0.148
C 3.66205 1.59611 3.32393 -0.082
C 2.74758 1.12566 2.39113 -0.026
C 3.10606 0.11796 1.50414 -0.128
C 4.39065 -0.41341 1.54594 -0.069
C 2.09419 -0.41312 0.50345 -0.775
O 1.87416 -1.65125 0.50190 -0.251
O 1.53808 0.44096 -0.23323 -0.321
H 5.67885 1.44817 4.07904 0.092
H 3.37452 2.37549 4.02008 0.100
H 1.74976 1.54735 2.33672 0.118
H 4.66814 -1.21528 0.87312 0.115
F -0.25463 -4.11395 -3.94132 0.110
C 0.01509 -3.42185 -5.04968 -0.155
C 0.94464 -3.93162 -5.89691 -0.156
F 1.51975 -5.08247 -5.56116 0.118
C 1.31863 -3.29915 -7.10969 -0.053
C 0.61436 -2.09052 -7.35317 -0.154
C -0.31757 -1.58380 -6.50527 -0.157
F -0.92084 -0.45330 -6.86342 0.115
C -0.67870 -2.20758 -5.28345 -0.046
C -1.64240 -1.68695 -4.38324 -0.167
C -1.94561 -2.28829 -3.12626 -0.327
N -2.19585 -2.66445 -2.06326 0.003
C -2.34024 -0.45604 -4.60748 -0.203
N -2.91966 0.53344 -4.74724 0.166
F 0.85682 -1.41536 -8.47380 0.116
C 2.29147 -3.82133 -7.98656 -0.153
C 2.97425 -5.05806 -7.75666 -0.211
N 3.56506 -6.04236 -7.64309 0.154
C 2.69385 -3.17408 -9.19759 -0.210
N 3.08133 -2.70127 -10.17601 0.153
```



(2)
This record from the OMol25 dataset describes a structure of composition C37H21Cl5F3N7O11S2W. The level of theory is ωB97M-V/def2-TZVPD.

Summary:
Energy above the lowest of the compared OMol25 structures with the same formula, charge and spin   20.2 kcal/mol
HOMO energy   -8.09 eV
HOMO-LUMO gap   0.224 Ha
Molar mass   1221.85 g mol⁻¹

```
87
Properties=species:S:1:pos:R:3:lowdin_charge:R:1
W 0.34852 -1.08387 0.09499 2.132
O 0.63203 2.42311 4.98407 0.123
C -0.57746 2.63905 4.45920 -0.500
O -1.35480 3.40382 4.96019 0.104
C -0.92753 1.86533 3.23643 -0.049
C -2.12398 1.94253 2.54075 -0.568
Cl -3.52492 2.84431 2.84310 0.851
N -2.07528 1.07556 1.50152 -0.024
N -0.89586 0.45752 1.48293 0.055
C -0.19931 0.92276 2.49073 -0.167
C 1.18259 0.43100 2.55072 -0.472
O 1.98847 0.78091 3.38858 0.132
O 1.47454 -0.42931 1.59266 -0.155
C -3.09052 0.77865 0.54003 -0.219
C -3.66404 -0.48040 0.56121 -0.009
C -4.66947 -0.76607 -0.34830 -0.071
C -5.08368 0.20244 -1.25388 -0.074
C -4.48902 1.45709 -1.25763 -0.057
C -3.47836 1.75669 -0.35609 -0.015
H 1.15350 1.75129 4.47745 0.066
H -3.32629 -1.21157 1.28407 0.122
H -5.13386 -1.74337 -0.34344 0.110
H -5.87098 -0.02193 -1.95923 0.107
H -4.80697 2.20590 -1.96859 0.112
H -2.98097 2.71663 -0.34951 0.116
O -0.73490 -0.14503 -1.07437 -0.255
C -1.39695 -0.20009 -2.25159 -0.256
C -1.41923 0.92534 -3.06068 0.031
C -2.16616 0.87168 -4.22615 -0.046
C -2.88655 -0.27445 -4.55625 -0.067
C -2.85384 -1.38184 -3.72686 -0.018
C -2.09218 -1.36145 -2.56038 -0.091
C -1.96609 -2.49742 -1.65509 -0.248
N -1.33036 -2.53594 -0.48188 0.016
C -1.37518 -3.85351 -0.05508 -0.062
C -2.06852 -4.59114 -0.95349 -0.032
N -2.43878 -3.71893 -1.95043 0.149
H -0.86580 1.80820 -2.76738 0.114
H -2.19397 1.73446 -4.87597 0.113
H -3.47738 -0.30190 -5.46037 0.106
H -3.43419 -2.25669 -3.99267 0.110
H -0.89991 -4.16624 0.85416 0.100
H -2.32343 -5.63289 -0.97524 0.121
H -2.92225 -3.95907 -2.80010 0.158
Cl 2.85185 -6.05037 -4.01936 0.693
C 2.47233 -5.03378 -2.68460 -0.686
C 3.01338 -5.32316 -1.41759 -0.692
Cl 4.05849 -6.67460 -1.21577 0.688
C 2.70154 -4.52046 -0.32250 -0.605
Cl 3.32840 -4.79546 1.24192 0.780
C 1.84732 -3.45295 -0.55151 -0.302
O 1.42365 -2.56910 0.37341 -0.191
C 1.33177 -3.12310 -1.79377 -0.392
O 0.62127 -2.02241 -1.81259 -0.181
C 1.64048 -3.93943 -2.88485 -0.609
Cl 0.96484 -3.53554 -4.41733 0.724
F -1.11625 -1.26671 4.29601 0.157
C -0.32092 -2.33769 4.16047 -0.536
F 0.87716 -2.01322 4.66511 0.169
F -0.83530 -3.32102 4.90272 0.166
C -0.14157 -2.79108 2.68340 -0.486
O 0.33480 -3.88084 2.50346 0.108
O -0.57128 -1.91644 1.82254 -0.182
N 4.91597 5.77365 2.86875 0.109
C 3.91926 5.18513 2.12570 -0.312
C 4.00925 5.12863 0.73190 -0.023
C 2.99739 4.55965 -0.01652 -0.056
C 1.87366 4.04924 0.61884 -0.288
C 1.76978 4.11234 2.00552 -0.042
C 2.77701 4.67817 2.75406 -0.006
S 0.63163 3.22339 -0.28244 0.606
O -0.61139 3.34594 0.43503 -0.284
O 0.70416 3.67028 -1.65720 -0.364
N 1.02115 1.65912 -0.22868 -0.119
C 1.81267 1.12014 -1.11530 -0.691
S 2.45631 1.78686 -2.59202 1.090
C 3.21841 0.24928 -2.89947 -0.359
C 2.88776 -0.66245 -1.98034 -0.202
N 2.06323 -0.19125 -0.95784 -0.086
H 5.81255 5.91117 2.43744 0.093
H 4.94181 5.58351 3.85537 0.095
H 4.87754 5.54333 0.23729 0.111
H 3.06653 4.53079 -1.09601 0.103
H 0.87975 3.74740 2.48968 0.097
H 2.67910 4.73608 3.83032 0.119
H 3.88454 0.11181 -3.73155 0.070
H 3.26928 -1.66599 -1.94385 0.120
```